30
Properties=species:S:1:pos:R:3:forces:R:3:mulliken_charge:R:1 method="wB97M-V/def2-TZVPD" e_above_lowest_kcal_mol=46.1 orbital_gap_ev=9.30 smiles=C[C@@H](N)CCCCN.O.O lumo_ev=0.307 e_homo_ev=-9.0 e_tot_ha=-500.53247 max_force_ha_per_bohr=0.0804 multiplicity=1
H -0.3880 2.8340 3.0771 0.610 -0.903 -0.317 0.27
H 0.0490 2.9582 -0.2201 -0.564 -1.430 0.109 0.39
H 1.7099 0.9185 -0.7780 -0.290 0.574 -0.384 0.31
H -2.0499 -2.0280 1.9774 -2.106 -0.732 -2.522 0.31
H 1.6669 -1.5702 -1.3030 1.159 -0.758 -0.680 0.18
H -1.6274 1.5172 1.1505 -0.876 -0.441 0.416 0.39
O -2.6712 -2.3054 1.1794 1.663 2.369 2.951 -0.63
H -0.3453 0.2553 -3.7010 0.089 0.526 -0.646 0.38
H 0.8904 1.9944 -2.0650 0.550 -1.288 -0.402 0.33
H -2.3634 -3.1624 0.9695 0.453 -1.615 -0.461 0.32
C 0.3959 -0.3766 -3.2401 -1.194 -0.348 0.509 -1.72
N 0.8063 -1.2688 -0.9554 -1.960 0.737 1.534 -0.38
C 0.3213 1.1665 1.9354 0.313 0.763 0.334 -0.75
H 0.1718 -1.9754 -0.6083 0.434 -0.195 -0.381 0.19
C -0.7077 1.0628 0.8392 1.572 0.081 -1.295 0.21
H 1.3941 -0.0829 -3.4776 0.689 0.592 -0.175 0.40
C -0.2821 1.8787 -0.4202 1.419 0.129 1.223 -1.02
H 1.4445 -3.1449 1.4751 -0.566 0.327 0.252 0.32
H 0.6086 3.2423 1.9089 0.245 -0.729 0.192 0.27
O 0.8064 -3.7254 1.9077 0.378 -0.848 -0.163 -0.63
H -1.0267 -0.2411 -1.4397 2.765 -0.022 -0.886 0.30
N 0.4707 2.4913 2.6010 -0.834 0.630 -0.160 -0.66
H 0.1024 0.4026 2.6755 0.139 0.071 0.442 0.37
H 0.0268 -3.2637 2.2098 0.210 0.580 -0.107 0.28
H -1.1812 1.9214 -0.9771 -0.841 0.435 -1.058 0.41
H -0.7402 -0.0265 0.5173 -0.626 1.388 0.639 -0.20
C 0.7823 1.1774 -1.3219 -1.948 0.121 1.236 -0.59
H 1.3023 0.9299 1.5074 -0.077 -0.076 0.174 0.25
H 0.2868 -1.3545 -3.7044 -0.326 -0.406 0.506 0.42
C 0.1470 -0.2246 -1.7193 -0.482 0.467 -0.881 0.29